94
Properties=species:S:1:pos:R:3:lowdin_charge:R:1 method="wB97M-V/def2-TZVPD" charge=-1 energy_ev=-111729.376 lumo_ev=1.71 e_homo_ev=-3.206 fmax_ev_per_a=0.893
Na -0.60781 -0.78339 0.46569 -0.006
C -4.93502 -0.04808 3.98139 -0.463
S -4.31172 -1.73795 4.01466 0.742
C -2.94229 -1.57465 2.84891 -1.133
S -1.83181 -0.28230 3.05150 0.504
N -2.92033 -2.59174 2.05089 -0.102
N -2.12208 -2.53148 0.95179 -0.027
C -1.46871 -3.58073 0.64657 -0.147
C -0.83733 -3.70116 -0.68712 -0.281
C 0.00085 -4.77864 -0.96188 -0.044
C 0.51903 -4.90487 -2.23755 -0.090
C 0.18774 -3.95608 -3.18995 -0.086
C -0.63985 -2.90581 -2.81496 -0.150
N -1.14369 -2.77741 -1.59945 0.138
H -5.67065 0.03272 4.77876 0.016
H -5.40665 0.17671 3.02648 0.033
H -4.11857 0.64715 4.16232 -0.018
H -1.40186 -4.43541 1.32471 0.115
H 0.22739 -5.49833 -0.18750 0.103
H 1.17789 -5.72830 -2.48320 0.101
H 0.56729 -4.01286 -4.19808 0.100
H -0.91895 -2.13379 -3.52189 0.103
N 2.36776 -0.19795 3.88332 0.128
C 2.68820 -1.40251 4.51597 -0.248
C 3.55697 -1.40746 5.59334 -0.032
C 3.85939 -2.59645 6.24702 -0.098
C 3.30466 -3.78588 5.80686 -0.100
C 2.45444 -3.78441 4.70681 -0.105
C 2.13846 -2.60297 4.05681 -0.440
S 1.04299 -2.62066 2.66931 0.985
N 1.21546 -1.07368 2.00871 -0.241
C 1.77372 -0.11625 2.64475 -0.367
C 1.77838 1.24726 2.01124 -0.209
C 2.67240 2.23641 2.41011 -0.038
C 2.56780 3.48931 1.82047 -0.067
C 1.58216 3.70163 0.87222 -0.029
C 0.75472 2.63822 0.51831 -0.104
N 0.86050 1.43702 1.06033 0.156
H 2.61348 0.65495 4.35203 0.127
H 3.98898 -0.47346 5.93103 0.110
H 4.52927 -2.58444 7.09501 0.097
H 3.52496 -4.71427 6.31387 0.098
H 2.01509 -4.71015 4.35974 0.105
H 3.45517 2.04243 3.13129 0.103
H 3.25031 4.28047 2.10255 0.105
H 1.44869 4.66006 0.39221 0.109
H -0.00192 2.74870 -0.24304 0.072
C 3.76823 1.09332 -0.72006 -0.038
N 3.95887 -0.15040 -0.00918 -0.118
C 4.71189 -0.34890 1.12865 -0.077
C 4.58517 -1.64738 1.47701 -0.094
N 3.77445 -2.23039 0.53079 0.063
C 3.36496 -1.31393 -0.38728 -0.832
S 2.36300 -1.54272 -1.69836 0.655
H 4.33714 1.87047 -0.21334 0.091
H 2.70849 1.35270 -0.74105 0.068
H 4.10661 0.98697 -1.75115 0.086
H 5.26014 0.44824 1.59081 0.115
H 4.99267 -2.19446 2.30471 0.114
H 3.35130 -3.14486 0.58006 0.135
C 1.63695 4.07018 -3.55216 -0.125
C 0.42763 4.56207 -3.08532 -0.114
C -0.56190 3.68933 -2.64991 -0.113
C -0.38168 2.30289 -2.64211 -0.333
C 0.85034 1.83789 -3.12229 -0.141
C 1.83802 2.69622 -3.57661 -0.114
Si -1.61114 1.03065 -1.85172 0.763
C -2.99335 2.24304 -1.26618 -0.317
C -4.00884 2.74050 -2.08683 -0.110
C -4.99181 3.59189 -1.60590 -0.111
C -4.98597 3.97737 -0.27246 -0.122
C -3.99631 3.49354 0.56842 -0.105
C -3.02465 2.63498 0.07431 -0.125
C -2.41305 0.25344 -3.41241 -0.329
C -3.35984 -0.76111 -3.22216 -0.138
C -3.89845 -1.47024 -4.28143 -0.110
C -3.49041 -1.19992 -5.58099 -0.126
C -2.55523 -0.20115 -5.80084 -0.115
C -2.03461 0.51556 -4.73067 -0.112
H 2.40954 4.74578 -3.89791 0.085
H 0.24716 5.63049 -3.07282 0.090
H -1.49959 4.09827 -2.29184 0.092
H 1.05053 0.77211 -3.10649 0.060
H 2.77419 2.29191 -3.94344 0.091
H -4.03095 2.44780 -3.13021 0.096
H -5.76597 3.95562 -2.27102 0.090
H -5.75628 4.63528 0.11026 0.087
H -3.99345 3.76257 1.61756 0.093
H -2.29203 2.22548 0.76183 0.067
H -3.65725 -1.01449 -2.21234 0.097
H -4.62287 -2.25259 -4.09237 0.093
H -3.89597 -1.76435 -6.41093 0.086
H -2.23262 0.02573 -6.81011 0.089
H -1.30797 1.29502 -4.92690 0.088



97
Properties=species:S:1:pos:R:3:lowdin_charge:R:1 method="wB97M-V/def2-TZVPD" charge=-1 energy_ev=-126714.034 lumo_ev=1.66 e_homo_ev=-4.603 fmax_ev_per_a=0.731
Ba -0.66255 0.11008 -0.28123 1.947
C -2.62195 0.09844 -4.19199 -0.195
C -1.49395 -0.90695 -3.92553 -0.181
C -1.92206 -2.00001 -2.92824 -0.217
N -0.96707 -2.18192 -1.84062 -0.030
C -0.10104 -3.11488 -1.90150 -0.231
C 0.12456 -3.93402 -3.10587 -0.003
C 0.32612 -5.25930 -3.17130 -0.076
C 0.44441 -6.17800 -2.07312 -0.090
C 0.81074 -5.85386 -0.81885 -0.060
C 1.15904 -4.55487 -0.30981 0.016
C 0.81518 -3.33461 -0.76082 -0.150
N 1.33747 -2.19527 -0.04841 -0.106
C 2.76400 -1.96059 -0.32486 -0.142
C 3.17480 -0.54030 0.01140 -0.196
C 3.13441 0.47452 -1.11696 -0.260
N 1.81004 0.73591 -1.66375 -0.048
C 1.78911 1.57527 -2.67072 -0.271
C 2.93046 2.31625 -3.11361 -0.048
C 3.22756 2.91964 -4.31983 -0.119
C 2.51866 2.94326 -5.51222 -0.149
C 1.22445 2.46073 -5.65562 -0.119
C 0.33289 2.01648 -4.70253 -0.048
C 0.44922 1.86865 -3.28154 -0.284
N -0.56139 1.84287 -2.45774 -0.105
C -1.88460 2.25205 -2.92323 -0.245
C -2.88802 1.10199 -3.06310 -0.195
H -3.54122 -0.46598 -4.38112 0.112
H -2.42069 0.65267 -5.11222 0.100
H -0.61534 -0.39108 -3.53844 0.083
H -1.18065 -1.36747 -4.86565 0.109
H -2.12667 -2.94284 -3.44491 0.114
H -2.86243 -1.69833 -2.45770 0.111
H 0.08136 -3.38138 -4.03819 0.113
H 0.39746 -5.69500 -4.16271 0.105
H 0.30377 -7.22760 -2.30314 0.099
H 0.93535 -6.66689 -0.11228 0.106
H 1.74893 -4.56006 0.60077 0.104
H 2.90956 -2.14693 -1.39233 0.132
H 3.37486 -2.68255 0.22419 0.106
H 4.19675 -0.56205 0.39762 0.110
H 2.55282 -0.19530 0.83518 0.049
H 3.81671 0.15722 -1.92039 0.124
H 3.56706 1.39748 -0.70363 0.109
H 3.72225 2.39600 -2.38199 0.078
H 4.20149 3.40154 -4.34654 0.096
H 3.00374 3.36414 -6.38366 0.080
H 0.82424 2.48133 -6.66620 0.096
H -0.64542 1.77486 -5.09260 0.071
H -1.84937 2.80652 -3.86730 0.106
H -2.28761 2.93633 -2.16977 0.111
H -3.87132 1.55086 -3.23288 0.117
H -2.99672 0.59681 -2.09750 0.056
O -1.76162 3.30225 4.37474 0.091
C -1.96291 2.76121 3.31058 -0.464
O -0.94898 2.41750 2.49699 0.087
C -3.32330 2.45480 2.80493 -0.036
C -4.36870 2.90488 3.58239 0.073
C -5.68478 2.67806 3.20616 -0.147
C -5.98602 1.97844 2.04782 0.077
C -4.95334 1.50072 1.28489 -0.058
C -3.55940 1.72582 1.58394 -0.311
O -2.64688 1.34855 0.81901 -0.260
N -5.31499 0.74295 0.09185 -0.341
O -6.35411 1.04296 -0.47577 0.060
O -4.59074 -0.16754 -0.26688 0.060
N -6.76773 3.17370 4.03211 -0.369
O -7.91298 2.94252 3.67751 0.050
O -6.48488 3.80146 5.03786 0.058
H -4.14851 3.44314 4.49278 0.132
H -7.01010 1.80666 1.75366 0.131
Ge 1.50652 -1.46322 3.20576 1.049
C 3.31662 -2.31457 2.85278 -0.373
C 3.26832 -3.69968 2.65557 -0.186
C 4.40671 -4.45631 2.41573 -0.111
C 5.65256 -3.84056 2.39206 -0.114
C 5.73550 -2.47528 2.62693 -0.101
C 4.58311 -1.72880 2.85319 -0.130
C 2.01145 0.52743 3.35063 -0.342
C 3.05381 1.29623 2.81513 -0.135
C 3.30356 2.59937 3.22954 -0.094
C 2.52575 3.18281 4.21818 -0.101
C 1.49780 2.44689 4.79050 -0.114
C 1.25286 1.14713 4.35402 -0.188
H -0.13398 2.59759 3.00164 0.095
H 2.30362 -4.20074 2.70898 0.082
H 4.32788 -5.52647 2.25888 0.094
H 6.54806 -4.42104 2.20722 0.091
H 6.70289 -1.98570 2.63048 0.095
H 4.68546 -0.66409 3.03239 0.078
H 3.70950 0.88160 2.06233 0.063
H 4.11688 3.15904 2.78204 0.097
H 2.71954 4.19813 4.54140 0.098
H 0.86594 2.88362 5.55290 0.102
H 0.43749 0.59153 4.80646 0.075
O -0.46706 -2.18956 1.25144 -0.211
C 0.73696 -1.91670 1.20609 -0.645